P) A cluster of 2 separate species, C4H11NOS in total, computed with the ωB97M-V functional and the def2-TZVPD basis.

Summary:
Spin multiplicity: 2
HOMO level (spin up / spin down): 0.9 / -5.2 eV
Net charge: -1
Lowest unoccupied orbital energy (spin up / spin down): 3.261 / 3.252 eV
Kohn-Sham gap (spin up / spin down): 2.33 / 8.48 eV
⟨S²⟩: 0.75

```
18
Properties=species:S:1:pos:R:3:lowdin_spin:R:1
S 1.03 -1.41 2.14 0.161
O -1.98 0.59 -3.13 0.008
N -2.60 0.53 -0.94 0.085
C -1.71 0.71 -1.95 0.100
C 2.32 -1.56 0.92 0.064
C -0.23 0.75 -1.49 0.080
C 0.35 0.21 2.08 0.157
H -0.45 0.36 2.82 0.077
H -3.53 0.22 -1.18 0.036
H 0.33 0.85 -2.43 0.007
H -0.01 -0.31 -1.35 0.011
H 2.29 -0.59 0.39 0.007
H -0.25 0.37 1.18 0.033
H 1.11 0.99 2.17 0.029
H 0.02 1.55 -0.80 0.034
H 3.32 -1.65 1.36 0.006
H 2.33 -2.40 0.21 0.008
H -2.33 0.80 0.00 0.098
```



Q) The ion C4H11NOS with charge -1, computed with the ωB97M-V functional and the def2-TZVPD basis.

Summary:
Spin multiplicity: 2
HOMO level (spin up / spin down): 0.9 / -5.6 eV
Net charge: -1
Lowest unoccupied orbital energy (spin up / spin down): 1.594 / 2.983 eV
Kohn-Sham gap (spin up / spin down): 0.71 / 8.58 eV
⟨S²⟩: 0.75

```
18
Properties=species:S:1:pos:R:3:lowdin_spin:R:1
S 0.38 -2.06 -1.71 0.699
O 1.67 2.47 -0.99 0.039
N -0.08 0.97 -0.34 0.010
C -0.40 -2.34 -0.08 0.079
C 0.52 2.26 -0.18 0.031
C -1.00 -1.14 0.64 0.031
C -0.10 0.10 0.83 0.026
H 0.63 -0.76 -1.53 0.015
H 0.79 2.41 0.88 0.002
H -1.17 -3.08 -0.23 0.010
H -1.90 -0.75 0.14 0.004
H -1.23 -1.46 1.66 0.006
H 2.16 1.65 -0.94 0.015
H -0.16 3.05 -0.44 0.003
H 0.94 -0.13 1.09 0.009
H -0.59 0.64 1.64 0.003
H 0.35 -2.78 0.58 0.008
H -0.80 0.94 -1.03 0.011
```



Which structure loses on stability? Q) does.